DFT (ωB97M-V/def2-TZVPD) results for the molecule C5H14N2 at a distorted geometry.

Last column: Mulliken charge in e.
Geometry (Å):
C1 -1.53 -0.20 1.65  -1.224
C2 -1.16 -0.86 0.28  0.350
N1 -2.31 -1.14 -0.62  -0.497
C3 -0.30 0.27 -0.63  -1.136
N2 1.05 0.57 -0.07  0.140
C4 2.05 -0.47 0.07  -0.992
C5 1.65 1.64 -0.79  -1.033
H1 -1.20 0.90 1.73  0.284
H2 -1.02 -0.70 2.56  0.219
H3 -2.62 -0.12 1.87  0.354
H4 -0.51 -1.85 0.17  0.364
H5 -2.82 -2.00 -0.53  0.178
H6 -2.93 -0.38 -0.87  0.174
H7 -0.95 1.13 -0.70  0.499
H8 -0.14 -0.04 -1.69  0.389
H9 1.49 -1.34 0.48  0.304
H10 2.54 -1.01 -0.80  0.313
H11 2.84 -0.17 0.88  0.319
H12 1.19 2.60 -0.76  0.295
H13 1.96 1.51 -1.84  0.380
H14 2.71 1.64 -0.39  0.318

Summary:
energy = -308.32882 a.u.
energy above the lowest of the compared OMol25 structures with the same formula, charge and spin = 59.1 kcal/mol
Kohn-Sham gap = 9.5 eV
lowest unoccupied orbital energy = 1.087 eV
SMILES = C[C@@H](N)CN(C)C
HOMO level = -8.41 eV